Entry from the Open Molecules 2025 dataset: a molecular structure, C21H44ClKN6O3P2S at a distorted geometry (ωB97M-V/def2-TZVPD).

Computed properties:
relative energy (zero: lowest compared OMol25 entry of this formula, charge and spin)	1.094	eV
gap between HOMO and LUMO	4.513	eV
LUMO level	-0.0005	hartree

Last column: Löwdin charge in e.
Atoms and positions in Å:
K 0.025 0.860 -0.181  0.691
C 2.536 3.356 -0.521  -0.204
C 3.548 2.344 0.037  -0.198
N 2.886 1.077 0.306  -0.111
C 3.235 0.414 1.542  -0.292
C 2.586 1.072 2.761  -0.436
S 0.769 1.136 2.638  0.832
C 0.383 2.917 2.470  -0.443
C 1.262 3.736 1.532  -0.260
N 1.268 3.217 0.171  -0.123
H 2.957 4.370 -0.452  0.119
H 2.353 3.157 -1.580  0.116
H 4.391 2.242 -0.656  0.115
H 3.958 2.726 0.975  0.105
H 2.951 0.440 -0.476  0.096
H 2.869 -0.610 1.482  0.072
H 4.324 0.373 1.721  0.119
H 2.829 0.497 3.655  0.067
H 2.940 2.090 2.911  0.065
H -0.646 2.930 2.103  0.054
H 0.410 3.350 3.470  0.075
H 0.878 4.761 1.569  0.110
H 2.284 3.767 1.917  0.098
H 0.551 3.700 -0.360  0.055
C -3.879 -1.445 1.621  -0.072
N -3.452 -2.210 0.451  -0.303
C -3.752 -3.633 0.485  -0.100
P -2.163 -1.668 -0.405  0.506
O -1.839 -0.258 -0.189  -0.416
O -0.957 -2.673 0.074  -0.261
P 0.632 -2.580 -0.017  0.464
O 1.173 -1.276 -0.420  -0.353
N 1.057 -3.043 1.525  -0.276
C 2.484 -3.285 1.716  -0.104
C 0.211 -3.844 2.398  -0.092
N 0.998 -3.755 -1.143  -0.296
C 0.518 -5.110 -0.918  -0.093
C 2.265 -3.669 -1.859  -0.101
N -2.428 -2.166 -1.987  -0.279
C -3.747 -1.762 -2.501  -0.097
C -1.363 -1.733 -2.905  -0.091
H -4.962 -1.526 1.725  0.089
H -3.615 -0.398 1.486  0.082
H -3.411 -1.813 2.540  0.089
H -4.832 -3.777 0.541  0.089
H -3.297 -4.121 1.355  0.082
H -3.378 -4.108 -0.421  0.079
H 3.058 -2.798 0.927  0.074
H 2.715 -4.357 1.703  0.087
H 2.808 -2.877 2.676  0.091
H -0.838 -3.655 2.188  0.065
H 0.408 -3.563 3.435  0.092
H 0.410 -4.916 2.289  0.085
H -0.419 -5.084 -0.363  0.074
H 1.244 -5.719 -0.366  0.085
H 0.332 -5.592 -1.880  0.090
H 2.580 -2.629 -1.912  0.076
H 2.137 -4.048 -2.876  0.087
H 3.053 -4.257 -1.373  0.084
H -4.530 -2.123 -1.839  0.073
H -3.883 -2.212 -3.484  0.087
H -3.840 -0.674 -2.598  0.095
H -0.387 -2.013 -2.523  0.054
H -1.382 -0.649 -3.071  0.095
H -1.508 -2.233 -3.863  0.091
Cl -2.074 5.595 1.323  0.629
C -1.362 5.242 -0.245  -0.640
C -0.494 6.169 -0.774  -0.168
C 0.124 5.952 -2.006  -0.154
C -0.182 4.768 -2.685  -0.152
C -1.042 3.836 -2.155  -0.107
C -1.704 3.999 -0.880  -0.428
C -2.538 3.040 -0.354  -0.101
H -0.294 7.077 -0.218  0.093
H 0.789 6.692 -2.429  0.076
H 0.263 4.582 -3.657  0.092
H -1.261 2.928 -2.711  0.094
H -2.851 2.219 -0.990  0.014
H -3.141 3.232 0.523  -0.001


Entry from the Open Molecules 2025 dataset: 2 unconnected molecules or ions with the total composition C3H8NOS at a distorted geometry (ωB97M-V/def2-TZVPD).

Computed properties:
relative energy (zero: lowest compared OMol25 entry of this formula, charge and spin)	2.693	eV
gap between HOMO and LUMO	9.139	eV
total charge	+1
LUMO level	-0.1838	hartree

Last column: Löwdin charge in e.
Atoms and positions in Å:
C 1.472 -0.437 0.599  -0.124
C 2.571 -0.778 -0.020  -0.009
C -1.025 0.728 0.223  -0.998
N -1.315 -0.518 -0.476  0.159
O -1.416 0.633 1.484  0.085
S -0.603 1.950 -0.697  0.903
H 1.158 -1.222 1.191  0.040
H 1.211 0.635 0.800  0.056
H 2.838 -1.791 -0.068  0.054
H 2.953 -0.198 -0.826  0.063
H -1.718 -1.131 0.341  0.218
H -0.640 -1.092 -1.000  0.168
H -2.141 -0.207 -1.178  0.235
H -1.097 1.260 2.128  0.149


Number 2 is which compound? C3H8NOS


The lowest relative energy (zero: lowest compared OMol25 entry of this formula, charge and spin) belongs to which entry? C21H44ClKN6O3P2S


Which formula does entry 2 have? C3H8NOS